Record 1
Formula: C31H84MnN7O8
Source: OMol25
Level of theory: ωB97M-V with the def2-TZVPD basis set

Positions of all 131 atoms, in Å:
Mn (-2.769, 0.870, 1.750)
O (0.769, 5.688, 2.675)
O (-5.928, -3.083, 2.521)
O (3.681, -2.359, 2.102)
O (-1.942, 4.281, -1.006)
O (-0.949, -0.105, 1.498)
O (2.520, -0.091, -3.826)
O (-2.515, -6.737, 1.333)
O (3.175, 3.760, -0.230)
N (-3.989, -6.138, -2.159)
N (-3.377, 1.607, -0.094)
N (5.237, 3.567, -3.319)
N (3.117, 0.576, 2.808)
N (-3.975, -1.009, 1.719)
N (4.455, 0.415, -6.858)
N (-1.293, 2.914, 1.626)
C (-2.252, 3.149, -1.793)
C (-3.423, -5.802, -0.789)
C (0.993, -1.219, 0.475)
C (-3.033, -7.081, 0.011)
C (-6.515, -4.268, 3.095)
C (-1.792, 5.465, -1.796)
C (-5.337, -0.761, 2.228)
C (-6.401, -0.506, 1.160)
C (3.668, -0.316, -4.704)
C (-0.735, 3.896, 2.538)
C (3.254, -3.654, 2.674)
C (2.880, 3.752, -3.279)
C (4.163, 4.098, -2.524)
C (4.486, 0.020, 2.721)
C (-0.961, -2.583, 1.336)
C (2.602, -1.215, -6.888)
C (4.330, -1.490, 3.051)
C (1.722, 6.654, 2.175)
C (4.255, 3.411, -1.095)
C (2.969, 2.894, 0.881)
C (0.131, 2.988, 3.437)
C (-2.407, 0.510, -1.912)
C (-5.797, -1.896, 3.304)
C (-0.141, -1.275, 1.473)
C (3.325, 0.014, -6.172)
C (-4.351, -4.789, -0.132)
C (-1.048, -6.859, 1.209)
C (2.821, -0.206, -2.435)
C (-0.092, 5.106, 1.747)
C (-2.283, 1.777, -1.025)
C (5.539, 0.786, 3.537)
H (0.877, 2.388, 2.916)
H (-0.427, -3.529, 1.422)
H (5.138, 4.200, -4.099)
H (-0.747, -7.900, 1.089)
H (-6.062, 0.237, 0.438)
H (-4.058, -1.692, 0.980)
H (-3.370, 0.293, -2.374)
H (1.741, -1.463, -6.267)
H (-5.880, -4.574, 3.927)
H (-6.549, -1.365, 0.506)
H (5.660, 0.609, 4.605)
H (-1.948, -0.358, -1.439)
H (-2.533, -5.179, -0.879)
H (1.191, 7.441, 1.639)
H (0.484, -1.416, 2.355)
H (-3.622, -1.676, 2.390)
H (-3.861, -7.774, 0.160)
H (4.923, 2.703, -3.739)
H (2.943, 4.187, -4.277)
H (4.100, -1.315, -4.648)
H (-1.410, 1.628, -0.389)
H (2.715, 2.692, -3.085)
H (-0.761, 5.805, 1.246)
H (1.672, -0.411, 0.748)
H (0.582, -1.034, -0.517)
H (-0.512, -6.579, 2.115)
H (-7.377, -0.208, 1.542)
H (-1.970, 6.251, -1.062)
H (-4.173, 1.361, -0.665)
H (-1.656, -2.737, 0.511)
H (-1.668, -2.717, 2.156)
H (-4.907, -6.560, -2.173)
H (3.646, 0.468, -2.203)
H (2.039, 4.246, -2.794)
H (-5.151, -5.354, 0.344)
H (-1.762, 0.800, -2.742)
H (-1.566, 3.360, 0.762)
H (4.278, 5.172, -2.375)
H (4.271, 0.487, -7.848)
H (-6.568, -5.127, 2.427)
H (-3.690, 2.520, 0.204)
H (4.718, 0.125, 1.661)
H (4.581, 0.253, -4.530)
H (3.361, -1.997, -6.923)
H (2.146, -0.889, -7.823)
H (-3.850, -4.318, 0.714)
H (6.507, 0.572, 3.085)
H (5.336, -1.854, 3.262)
H (-2.317, -7.695, -0.535)
H (5.171, -0.266, -6.648)
H (-3.147, 3.168, -2.415)
H (-6.693, -1.653, 3.874)
H (-5.039, -2.093, 4.062)
H (2.852, 1.882, 0.493)
H (2.526, -3.392, 3.441)
H (2.845, 0.607, 3.780)
H (2.168, 7.145, 3.040)
H (1.973, 3.196, 1.206)
H (1.567, -2.142, 0.388)
H (-2.322, 5.455, -2.749)
H (2.643, -4.240, 1.987)
H (-4.694, -4.005, -0.808)
H (5.165, 3.765, -0.611)
H (-1.544, 4.255, 3.174)
H (2.390, 6.116, 1.503)
H (2.432, -0.091, 2.483)
H (-0.682, -6.279, 0.362)
H (4.124, -4.199, 3.039)
H (4.265, 2.325, -1.186)
H (-5.356, 0.153, 2.822)
H (-3.316, -6.682, -2.679)
H (3.807, -1.657, 3.992)
H (5.554, 1.818, 3.187)
H (-0.576, 2.351, 3.969)
H (2.073, 0.102, -1.704)
H (-0.438, 2.406, 1.449)
H (0.537, 3.610, 4.235)
H (-7.528, -4.114, 3.466)
H (0.533, 4.603, 1.009)
H (-0.713, 5.423, -1.940)
H (2.684, 0.896, -6.183)
H (3.771, 2.946, 1.617)
H (2.985, -1.249, -2.166)
H (-1.327, 3.008, -2.351)

Calculated values
* net charge: +1
* ⟨S²⟩: 8.75
* energy relative to the best compared isomer or geometry (same formula, charge and spin): 462.6 kJ/mol
* electronic energy: -91627.5554 eV
* 2S+1: 6
* F_max: 3.65 eV Å⁻¹

Mulliken population analysis, charges in e, atoms 1 to 2:
1 Mn 0.678
2 O -0.382



Record 2
Formula: C31H84N2O11
Source: OMol25
Level of theory: ωB97M-V with the def2-TZVPD basis set

Positions of all 128 atoms, in Å:
O (-0.100, -0.496, -1.434)
O (3.247, -0.562, 3.642)
O (-2.009, -4.229, 0.982)
O (2.440, 2.391, 1.212)
O (-0.010, 4.330, 4.271)
O (0.566, 1.883, -2.316)
O (-1.696, -0.587, 4.775)
O (0.450, -5.395, -0.642)
O (4.319, 1.840, -1.887)
O (-0.529, -2.582, -6.862)
O (-1.446, 4.397, 1.650)
N (2.427, 3.451, -0.789)
N (1.436, 4.504, 0.765)
C (-0.593, -3.043, -5.728)
C (-0.089, 2.608, -3.062)
C (1.284, -3.411, -0.206)
C (-2.868, -4.128, 0.087)
C (1.134, 3.795, 4.216)
C (-1.053, -2.071, -4.590)
C (4.525, 0.666, -1.592)
C (-1.908, -1.383, 2.552)
C (-2.943, 3.474, 2.990)
C (-2.301, -3.749, -1.298)
C (3.150, 0.117, -1.300)
C (0.838, -4.072, -2.656)
C (-0.833, -0.245, -0.488)
C (-2.225, -0.132, -1.015)
C (-1.561, -4.294, -5.841)
C (-0.445, 0.906, 0.496)
C (-2.721, 4.248, 1.701)
C (-3.382, 3.533, 0.496)
C (1.985, 3.809, 5.478)
C (5.421, 0.434, -0.407)
C (-0.873, 1.991, -4.223)
C (-3.790, -5.324, 0.034)
C (1.101, -4.528, -1.193)
C (3.805, -2.096, 1.960)
C (1.612, -0.955, 2.186)
C (-2.020, -0.279, 3.616)
C (0.810, 2.361, 3.723)
C (2.068, 3.406, 0.387)
C (-3.402, 0.289, 3.525)
C (3.111, -0.842, 2.386)
C (-0.911, 3.630, -2.264)
H (-0.170, -1.583, -4.260)
H (4.973, 2.155, -2.582)
H (6.487, 0.521, -0.555)
H (1.630, 4.372, 3.452)
H (0.238, 1.825, 4.420)
H (3.600, -3.049, 2.420)
H (5.081, 1.013, 0.413)
H (-4.447, 3.567, 0.653)
H (-1.706, -3.320, 1.067)
H (-1.096, 4.577, -2.730)
H (0.385, -3.364, -5.377)
H (-1.101, -5.062, -6.450)
H (-1.934, 3.223, -2.143)
H (-1.422, 1.129, -3.881)
H (4.112, -0.906, 3.865)
H (0.699, 3.162, -3.492)
H (3.518, 0.008, 1.777)
H (-3.112, 2.467, 0.428)
H (-2.120, -4.597, -1.902)
H (2.581, 0.156, -2.242)
H (-1.572, -3.027, -1.387)
H (-1.604, -2.566, -3.809)
H (4.879, -2.042, 2.249)
H (1.599, -4.043, -3.388)
H (-1.559, 2.620, -4.866)
H (-2.222, 0.818, -1.612)
H (-2.246, -2.319, 3.085)
H (0.257, 2.390, 2.801)
H (3.157, 2.776, -1.073)
H (5.394, -0.607, 0.029)
H (-0.393, 0.634, 1.550)
H (0.361, -2.845, -0.240)
H (-0.634, 4.122, 3.561)
H (-1.432, 0.568, 3.481)
H (0.450, -3.037, -2.867)
H (2.449, 4.363, -1.357)
H (-4.044, -5.473, 1.100)
H (1.342, 3.711, 6.371)
H (4.895, 0.174, -2.427)
H (-0.021, -4.613, -3.028)
H (2.460, 4.752, 5.363)
H (-0.565, 3.875, -1.271)
H (1.089, 5.225, 0.063)
H (-2.263, 2.716, 3.147)
H (-0.720, -1.197, 0.008)
H (0.566, 1.109, 0.226)
H (2.833, 3.115, 5.385)
H (-2.984, -0.215, -0.203)
H (3.074, -0.998, -1.129)
H (-3.756, 0.926, 4.366)
H (-0.767, -0.474, 4.838)
H (-0.989, -1.598, 2.099)
H (1.533, -3.747, 0.748)
H (-3.961, 3.003, 3.024)
H (-3.415, -3.232, 0.351)
H (-2.429, -4.052, -6.394)
H (-3.217, -6.214, -0.194)
H (-3.191, 5.306, 1.757)
H (0.224, 0.337, -1.776)
H (2.735, 0.620, -0.436)
H (-1.775, -4.845, -4.918)
H (1.215, -1.877, 2.628)
H (2.009, -2.712, -0.534)
H (-3.124, -3.249, -1.667)
H (2.050, -4.997, -1.331)
H (-0.209, -1.652, -6.827)
H (-0.337, -4.968, -0.288)
H (-2.460, -0.973, -1.726)
H (1.807, 1.846, 3.581)
H (0.765, 4.313, 1.460)
H (-0.071, 1.485, -4.786)
H (-1.224, 5.274, 1.365)
H (-1.716, -1.330, -5.118)
H (-1.088, 1.786, 0.299)
H (1.100, -0.153, 2.671)
H (-2.671, -1.319, 1.810)
H (-4.105, -0.570, 3.728)
H (-3.119, 4.091, -0.458)
H (3.673, -2.145, 0.892)
H (1.220, -0.963, 1.196)
H (-4.542, -5.270, -0.752)
H (-3.550, 0.870, 2.573)
H (-2.733, 4.101, 3.869)
H (1.354, 2.438, -2.033)

Calculated values
* energy relative to the best compared isomer or geometry (same formula, charge and spin): 1510.2 kJ/mol
* electronic energy: -58997.9569 eV
* F_max: 12.90 eV Å⁻¹

Mulliken population analysis, charges in e, atoms 1 to 2:
1 O 0.725
2 O -0.514



Record 3
Formula: C31H84O11
Source: OMol25
Level of theory: ωB97M-V with the def2-TZVPD basis set

Positions of all 126 atoms, in Å:
O (16.995, 15.757, 2.940)
O (10.284, 15.700, 7.021)
O (9.000, 13.632, 3.450)
O (13.118, 8.179, 5.739)
O (8.409, 19.228, 0.670)
O (16.335, 17.138, 6.198)
O (11.170, 16.583, -0.135)
O (11.082, 14.811, 2.141)
O (10.591, 20.114, 7.801)
O (15.244, 10.291, -0.603)
O (16.248, 14.376, 5.285)
C (12.195, 10.408, 6.106)
C (8.494, 11.776, 4.838)
C (14.506, 9.817, 6.909)
C (11.475, 17.941, -0.287)
C (18.159, 15.245, 0.894)
C (10.513, 14.460, 7.649)
C (8.739, 17.548, 2.292)
C (13.804, 11.144, 1.124)
C (9.578, 12.411, 3.938)
C (7.648, 18.365, 1.488)
C (15.037, 17.632, 5.905)
C (15.800, 9.635, 1.504)
C (14.945, 19.143, 6.177)
C (9.522, 21.029, 5.966)
C (11.815, 14.357, 8.420)
C (15.675, 16.072, 0.899)
C (17.461, 13.373, 7.214)
C (11.500, 18.018, -1.769)
C (13.449, 9.560, 5.844)
C (14.623, 9.955, 0.590)
C (12.907, 18.155, 0.253)
C (9.953, 11.635, 2.741)
C (12.091, 15.447, 2.931)
C (6.756, 19.198, 2.361)
C (17.062, 16.087, 1.570)
C (17.526, 13.992, 5.844)
C (12.938, 14.518, 3.916)
C (10.681, 18.772, 5.930)
C (18.092, 12.961, 4.847)
C (13.980, 16.791, 6.705)
C (9.803, 19.659, 6.802)
H (10.451, 21.442, 5.571)
H (14.068, 9.729, 7.903)
H (7.125, 20.137, 2.775)
H (8.880, 19.170, 7.114)
H (13.641, 17.621, -0.351)
H (11.361, 10.036, 5.511)
H (10.695, 12.191, 2.167)
H (11.945, 13.528, 9.116)
H (15.755, 16.390, -0.140)
H (15.375, 8.987, 2.270)
H (13.964, 9.859, 4.931)
H (18.142, 15.413, -0.183)
H (11.531, 16.145, -0.910)
H (15.285, 15.064, 0.759)
H (16.621, 9.105, 1.022)
H (12.170, 15.261, 8.915)
H (16.626, 12.676, 7.285)
H (11.602, 16.162, 3.593)
H (19.145, 15.547, 1.247)
H (9.082, 18.266, 3.038)
H (15.283, 19.393, 7.183)
H (11.950, 10.515, 7.163)
H (18.369, 12.900, 7.587)
H (13.919, 19.490, 6.059)
H (12.639, 7.944, 6.537)
H (13.153, 11.039, 1.992)
H (15.593, 19.703, 5.502)
H (9.035, 11.481, 2.173)
H (16.290, 14.722, 4.390)
H (17.974, 14.175, 0.992)
H (14.329, 11.989, 1.570)
H (18.136, 13.498, 3.899)
H (10.821, 18.606, 0.276)
H (13.685, 15.184, 4.346)
H (12.618, 14.129, 7.720)
H (11.656, 19.206, 5.710)
H (10.551, 13.669, 6.901)
H (13.098, 17.851, 1.282)
H (10.442, 12.589, 4.578)
H (12.806, 15.963, 2.290)
H (16.163, 10.595, 1.870)
H (8.805, 20.900, 5.156)
H (17.384, 12.132, 4.829)
H (7.545, 11.873, 4.311)
H (17.385, 17.128, 1.562)
H (10.454, 10.690, 2.948)
H (12.292, 14.127, 4.703)
H (13.024, 16.662, 6.199)
H (19.030, 12.567, 5.238)
H (12.219, 17.352, -2.246)
H (15.010, 16.742, 1.444)
H (13.730, 17.233, 7.669)
H (10.335, 18.308, 5.006)
H (5.875, 19.448, 1.770)
H (6.411, 18.549, 3.166)
H (13.562, 13.706, 3.543)
H (14.962, 10.803, 6.812)
H (10.500, 19.435, 8.472)
H (9.457, 15.607, 6.542)
H (8.788, 10.747, 5.048)
H (9.612, 14.047, 2.837)
H (9.207, 21.793, 6.677)
H (8.306, 12.343, 5.750)
H (14.357, 15.785, 6.886)
H (13.995, 9.071, 0.483)
H (11.764, 19.056, -1.971)
H (17.732, 16.232, 3.331)
H (9.686, 17.308, 1.809)
H (9.690, 14.136, 8.286)
H (13.157, 19.208, 0.129)
H (15.261, 9.032, 6.941)
H (10.935, 15.450, 1.439)
H (8.276, 16.636, 2.668)
H (12.465, 11.384, 5.704)
H (16.099, 9.855, -0.565)
H (8.965, 19.860, 1.132)
H (10.481, 18.071, -2.152)
H (13.321, 11.727, 0.340)
H (14.846, 17.529, 4.837)
H (16.346, 16.189, 6.050)
H (7.013, 17.679, 0.926)
H (17.129, 14.078, 7.977)
H (18.201, 14.848, 5.842)
H (10.736, 17.964, 6.660)

Calculated values
* energy relative to the best compared isomer or geometry (same formula, charge and spin): 416.9 kJ/mol
* electronic energy: -56027.5984 eV
* F_max: 6.31 eV Å⁻¹

Mulliken population analysis, charges in e, atoms 1 to 2:
1 O -0.398
2 O -0.305